112
Properties=species:S:1:pos:R:3:mulliken_charge:R:1 method="wB97M-V/def2-TZVPD" s_squared=0.79 lumo_ev="-2.35 / -1.86" e_tot_ha=-11285.76893 homo_lumo_gap_ev="7.234 / 7.731" multiplicity=2
O -0.4141 0.0689 4.1188 -0.1467
V 0.6836 0.5267 3.0692 1.6048
C 1.1823 -2.3933 0.0255 0.4700
F 2.3575 -2.1844 0.6331 -0.2439
F 1.1134 -1.7032 -1.1590 -0.1417
F 1.0516 -3.7161 -0.2590 -0.0521
S -0.2308 -1.8605 1.2726 -0.3937
O -1.4759 -2.5567 0.8950 -0.1871
O 0.3576 -2.2368 2.5827 -0.5969
N -0.1882 -0.1326 1.2879 0.3172
S -1.1668 0.2112 0.0939 -0.1922
O -0.9445 1.6280 -0.3185 -0.4756
O -1.3336 -0.6905 -1.0320 0.1015
C -2.9459 0.2451 1.0707 0.5226
F -3.6142 1.3470 0.7682 -0.1305
F -3.6612 -0.8377 0.7956 -0.2162
F -2.7225 0.1924 2.3930 -0.1959
C 0.5349 4.8027 2.2458 0.6893
F -0.1263 5.9574 2.2408 -0.1897
F 0.5746 4.2628 0.9917 -0.1744
F 1.7380 5.0648 2.6783 -0.1868
S -0.3724 3.5026 3.4230 0.3469
O -1.0766 4.2565 4.4880 -0.5154
O -1.2234 2.7048 2.5144 -0.3831
N 0.9069 2.3987 4.0125 0.0014
S 1.3317 3.1580 5.3822 0.8915
O 1.5416 4.6171 5.2857 -0.5556
O 0.5074 2.6408 6.5258 -0.6291
C 3.1068 2.5733 5.7483 0.5839
F 3.0802 1.2212 5.8467 -0.2549
F 3.9584 3.0149 4.8340 -0.2408
F 3.4632 3.0464 6.8783 -0.1814
C 2.5850 1.8226 1.0068 -0.5241
O 2.4976 0.6622 1.9083 0.0279
C 3.7610 0.1691 2.3172 -0.1235
C 3.4709 -0.9401 3.3364 -0.9540
O 2.2339 -0.7243 4.0068 0.8965
C 1.9873 -1.7262 5.0208 -1.1312
H 3.3602 2.5147 1.3359 0.3233
H 1.5730 2.2171 0.9165 -0.0052
H 3.0221 1.5557 0.0446 0.2836
H 4.3533 0.9640 2.7705 0.6082
H 4.1882 -0.2409 1.4021 -0.4163
H 4.2865 -0.9205 4.0593 0.5982
H 3.4100 -1.8815 2.7904 0.4033
H 1.1912 -1.3699 5.6745 0.2960
H 2.8847 -1.8806 5.6199 0.3682
H 1.6374 -2.6862 4.6411 0.2683
C -1.2089 7.6905 -4.2307 -0.7941
O -1.7004 7.0584 -3.0796 -0.2449
C -1.0168 7.3665 -1.8389 -0.6373
C -1.8621 6.7742 -0.7597 -0.3266
O -2.0823 5.3772 -0.9950 -0.2323
C -2.9947 4.7190 -0.1321 -0.2519
H -1.1805 8.7776 -4.1576 0.3094
H -1.9656 7.4698 -4.9835 0.2352
H -0.2299 7.3065 -4.5174 0.2932
H -0.9228 8.4131 -1.5494 0.3926
H -0.0146 6.9382 -1.8511 0.3248
H -2.7916 7.3429 -0.7299 0.3160
H -1.2682 6.8844 0.1476 0.1859
H -3.1438 3.7096 -0.5155 -0.1784
H -3.9995 5.1396 -0.0944 0.3704
H -2.5897 4.8597 0.8701 0.1563
Cl -4.0892 0.7341 -2.2386 -0.0557
C -5.3951 1.7611 -1.5549 -0.4483
C -6.5563 2.0055 -2.5441 -0.4156
Cl -7.8515 2.8480 -1.6721 -0.2018
H -5.0125 2.7261 -1.2224 0.1321
H -5.7800 1.2190 -0.6911 0.3780
H -6.9300 1.0344 -2.8690 0.3172
H -6.1431 2.6121 -3.3499 0.3103
Cl 6.4603 -0.7060 -0.5479 -0.2170
C 5.1669 -1.6949 -1.2122 0.1932
C 5.4668 -2.2054 -2.6147 -0.3409
Cl 6.6914 -3.4881 -2.6209 -0.1740
H 4.2684 -1.0817 -1.1430 -0.0763
H 5.1021 -2.5520 -0.5419 0.0533
H 5.9195 -1.4182 -3.2177 0.4254
H 4.5945 -2.6219 -3.1184 0.1068
Cl 4.2015 -5.1836 -1.0903 -0.1519
C 3.2952 -6.4361 -2.1341 -0.5754
C 1.9447 -5.8550 -2.6272 0.0174
Cl 2.3081 -4.4430 -3.7150 -0.1486
H 3.1116 -7.3446 -1.5605 0.3575
H 3.9892 -6.6527 -2.9462 0.3825
H 1.2769 -5.5699 -1.8142 -0.3476
H 1.5008 -6.5177 -3.3700 0.4213
Cl -1.7437 -9.0169 2.2349 -0.2090
C -1.0994 -8.0493 0.8553 -0.2916
C -0.0632 -6.9793 1.2698 0.2242
Cl -0.7200 -5.7376 2.3302 -0.1218
H -1.9660 -7.5583 0.4126 0.0736
H -0.6471 -8.6940 0.1017 0.3756
H 0.2646 -6.5183 0.3381 -0.5107
H 0.8233 -7.3902 1.7528 0.4472
Cl -0.9805 -3.5422 -2.7765 -0.0963
C -2.6917 -3.5679 -2.1861 -0.1549
C -2.8164 -4.6687 -1.1295 -0.2232
Cl -2.7681 -6.2437 -1.9274 -0.2218
H -3.3553 -3.6229 -3.0491 0.5675
H -2.8301 -2.5783 -1.7505 -0.2816
H -3.7879 -4.6788 -0.6354 0.4974
H -2.1296 -4.7056 -0.2839 -0.0801
Cl -0.1509 -1.2807 -5.4482 -0.1752
C -1.5446 -0.3743 -4.7181 0.1545
C -2.1467 0.5346 -5.7524 -0.3817
Cl -2.7112 -0.3966 -7.1993 -0.2195
H -1.2295 0.2079 -3.8521 0.0274
H -2.2520 -1.1137 -4.3423 -0.0013
H -1.4350 1.2332 -6.1922 0.3447
H -3.0237 1.0799 -5.4035 0.2319



86
Properties=species:S:1:pos:R:3:mulliken_charge:R:1 method="wB97M-V/def2-TZVPD" s_squared=6.01 lumo_ev="0.49 / 0.49" e_tot_ha=-4781.85431 relative_energy_kj_mol=0.0 homo_lumo_gap_ev="8.515 / 8.498" multiplicity=5
Fe -0.6916 0.5527 0.0193 2.5011
O -2.8508 4.3392 -0.0613 -0.5481
C -2.5283 3.0535 0.0720 0.1816
O -1.4229 2.7007 0.4142 -0.7380
C -3.7166 2.1533 -0.2066 -0.5831
O -3.3373 0.8050 -0.2785 -0.2015
C -3.9531 -0.0763 0.6605 -0.9198
C -3.0168 -0.3077 1.8562 0.5071
O -3.4956 -0.5116 2.9615 -0.7590
O -1.7696 -0.2899 1.5779 -0.2061
H -2.0393 4.8645 0.0670 0.4920
H -4.4217 2.3343 0.6155 0.5659
H -4.1945 2.4837 -1.1357 0.3225
H -4.9222 0.2978 0.9963 0.4117
H -4.1081 -1.0265 0.1425 0.1862
C -1.0752 2.1849 3.4295 -0.5837
N 0.0765 1.4233 3.8214 0.1505
C 0.2262 1.0607 5.2100 -0.7770
C 1.6602 0.5530 5.2472 -0.5245
N 1.9292 0.2214 3.8573 0.2281
C 2.7312 -0.9575 3.6203 -0.9060
C 0.9635 0.7764 3.0191 -0.2936
N 0.9386 0.7848 1.7218 0.4081
C 2.1959 0.5249 1.0306 -0.8520
C 2.2382 1.3430 -0.2448 -1.5168
N 1.3197 0.7583 -1.2154 1.1069
C 1.6251 0.8834 -2.4727 -0.6966
N 2.5967 1.6816 -3.0473 0.0997
C 3.1178 2.9350 -2.5474 -1.0589
C 2.7053 1.4592 -4.4790 -0.5765
C 1.6678 0.3749 -4.7610 -0.6902
N 1.0769 0.1396 -3.4663 0.5818
C 0.0065 -0.8019 -3.3571 -1.3436
H -1.0941 3.1123 4.0097 0.4711
H -1.9938 1.6272 3.6102 0.2726
H -0.9929 2.4335 2.3790 -0.1703
H -0.5088 0.3006 5.5056 0.3327
H 0.0862 1.9381 5.8444 0.3704
H 1.7704 -0.3358 5.8717 0.3225
H 2.3544 1.3165 5.6133 0.3209
H 2.5299 -1.6952 4.4017 0.4479
H 3.8003 -0.7278 3.6341 0.2756
H 2.4884 -1.4136 2.6739 0.1018
H 2.2902 -0.5290 0.7392 -0.1053
H 3.0642 0.7922 1.6419 0.6430
H 3.2695 1.3515 -0.6111 0.6063
H 1.9573 2.3694 0.0165 0.0927
H 2.4770 3.3521 -1.7819 0.3257
H 3.1386 3.6478 -3.3747 0.3630
H 4.1329 2.8371 -2.1554 0.2761
H 3.7180 1.1527 -4.7518 0.3715
H 2.4730 2.3841 -5.0138 0.3740
H 2.1234 -0.5457 -5.1415 0.2734
H 0.9077 0.7002 -5.4786 0.3330
H 0.3419 -1.7972 -3.6665 0.5625
H -0.8411 -0.4945 -3.9736 0.3859
H -0.3268 -0.8277 -2.3247 -0.4264
Cl -0.3949 4.0548 -2.3081 -0.1481
C -1.3593 3.1498 -3.4921 1.1502
Cl -2.9239 3.9712 -3.6898 -0.1478
Cl -0.4889 3.1633 -5.0407 -0.1680
C -1.6475 1.6563 -3.0636 0.1453
O -2.2092 1.0037 -3.9224 -0.7528
O -1.3082 1.3551 -1.9073 -1.0579
C -1.9028 -4.5183 -1.2379 -1.4175
C -1.9059 -2.9965 -1.1120 -0.4320
P -0.5211 -2.2274 -0.1491 1.1739
C 0.9985 -2.9719 -0.9381 -0.2161
C 1.7718 -4.0273 -0.1545 -1.5248
C -0.7896 -3.1562 1.4248 -1.5162
C 0.0192 -2.7089 2.6321 -0.8681
H -2.7113 -4.8490 -1.8908 0.4437
H -2.0446 -5.0022 -0.2741 0.3004
H -0.9703 -4.8880 -1.6633 0.3033
H -2.8225 -2.6695 -0.6144 0.1184
H -1.9271 -2.5335 -2.0974 0.3269
H 1.6490 -2.1265 -1.1722 0.0107
H 0.6937 -3.3903 -1.8984 0.6174
H 2.1339 -3.6417 0.7965 0.2164
H 2.6425 -4.3564 -0.7239 0.4549
H 1.1666 -4.9071 0.0558 0.3508
H -0.6393 -4.2220 1.2449 0.7795
H -1.8536 -3.0148 1.6359 0.6092
H 1.0655 -2.9858 2.5261 0.1710
H -0.3540 -3.1936 3.5354 0.4081
H -0.0642 -1.6335 2.7641 -0.1194